Density functional theory data (ωB97M-V/def2-TZVPD) for a 14-piece molecular cluster, C91H201N9O14S5 overall.

## Properties
- Orbital gap: 8.133 eV
- HOMO energy: -7.83 eV

Each line ends with the Mulliken charge.
Geometry (Å):
C (-0.855, 1.592, 6.537)  -0.12
S (-0.192, 2.496, 8.028)  0.48
O (-1.511, 3.286, 8.468)  -0.65
C (-0.223, 0.954, 9.149)  -0.92
H (-0.838, 2.408, 5.815)  0.26
H (-1.776, 1.064, 6.784)  0.15
H (-0.115, 0.832, 6.285)  -0.09
H (-1.184, 0.439, 9.179)  0.28
H (-0.129, 1.345, 10.162)  0.43
H (0.461, 0.127, 8.963)  0.28
C (3.045, -6.813, 1.062)  -0.61
S (2.242, -7.474, -0.538)  0.48
O (1.697, -8.927, -0.102)  -0.68
C (0.783, -6.327, -0.665)  -0.72
H (2.437, -6.361, 1.845)  0.32
H (3.742, -6.014, 0.812)  -0.05
H (3.688, -7.632, 1.387)  0.41
H (1.098, -5.332, -0.980)  0.03
H (-0.047, -6.387, 0.039)  0.43
H (0.401, -6.646, -1.634)  0.38
C (1.095, -4.914, -5.270)  -0.95
S (0.967, -3.484, -6.352)  0.81
O (0.941, -4.154, -7.714)  -0.75
C (-0.712, -3.053, -5.919)  -0.44
H (1.395, -5.842, -5.758)  0.45
H (0.195, -5.185, -4.718)  0.29
H (1.726, -4.642, -4.424)  0.16
H (-1.267, -3.972, -6.105)  0.62
H (-1.110, -2.232, -6.516)  0.31
H (-0.889, -2.796, -4.874)  -0.24
C (0.428, 6.188, -4.160)  -0.91
S (1.018, 5.204, -2.641)  0.98
O (2.505, 5.526, -2.443)  -0.75
C (0.161, 6.392, -1.424)  -0.72
H (1.245, 6.859, -4.426)  0.41
H (-0.429, 6.847, -4.024)  0.34
H (0.276, 5.470, -4.966)  0.11
H (0.285, 6.094, -0.383)  -0.22
H (-0.906, 6.594, -1.518)  0.36
H (0.745, 7.247, -1.765)  0.48
C (5.167, -3.199, -2.725)  -0.93
S (4.853, -4.463, -1.410)  0.94
O (3.787, -5.245, -2.087)  -0.65
C (6.453, -5.331, -1.610)  -1.30
H (5.892, -2.468, -2.368)  0.06
H (4.284, -2.718, -3.145)  0.27
H (5.555, -3.649, -3.639)  0.51
H (6.432, -6.407, -1.433)  0.47
H (7.363, -5.033, -1.090)  0.35
H (6.927, -5.312, -2.592)  0.41
C (0.723, 6.353, 4.937)  -1.81
C (0.682, 6.789, 3.452)  2.07
C (1.935, 7.618, 3.023)  -1.57
C (3.242, 6.751, 2.755)  -0.78
C (2.884, 5.514, 1.891)  -0.99
C (1.809, 4.627, 2.497)  2.28
N (0.664, 5.470, 2.631)  0.84
O (-0.569, 4.725, 2.834)  -0.19
C (1.568, 3.544, 1.430)  -2.02
C (2.308, 4.001, 3.809)  -1.91
C (-0.559, 7.666, 3.059)  -2.37
H (1.725, 6.563, 5.313)  0.35
H (0.382, 5.347, 5.182)  0.21
H (0.006, 6.955, 5.496)  0.50
H (1.587, 8.323, 2.269)  0.45
H (2.183, 8.186, 3.919)  0.49
H (3.518, 6.414, 3.754)  0.27
H (4.105, 7.304, 2.382)  0.48
H (3.848, 5.077, 1.631)  0.34
H (2.635, 5.823, 0.875)  0.23
H (1.183, 4.034, 0.535)  -0.21
H (2.455, 2.980, 1.140)  0.56
H (0.886, 2.722, 1.647)  0.23
H (2.531, 4.687, 4.626)  0.48
H (1.655, 3.145, 3.979)  0.13
H (3.296, 3.590, 3.602)  0.29
H (-1.495, 7.256, 3.439)  0.49
H (-0.613, 7.903, 1.996)  0.42
H (-0.500, 8.625, 3.574)  0.54
H (-1.080, 4.969, 2.059)  0.11
C (-2.282, -1.029, -0.362)  -0.73
C (-0.881, -1.056, -1.024)  2.37
C (-0.698, 0.316, -1.715)  0.62
C (0.738, 0.647, -2.012)  -1.06
C (1.487, 0.542, -0.641)  -0.79
C (1.400, -0.847, 0.061)  2.58
N (0.068, -1.353, 0.050)  1.28
O (-0.099, -2.609, 0.711)  -0.13
C (2.415, -1.863, -0.637)  -2.11
C (1.850, -0.503, 1.499)  -1.89
C (-1.027, -2.210, -2.169)  -1.43
H (-3.058, -0.922, -1.119)  -0.99
H (-2.429, -0.193, 0.322)  0.07
H (-2.531, -1.963, 0.141)  0.32
H (-1.107, 0.258, -2.724)  -0.47
H (-1.108, 1.200, -1.226)  -0.49
H (0.918, 1.478, -2.694)  0.90
H (0.904, -0.316, -2.494)  -0.17
H (1.222, 1.334, 0.059)  -0.61
H (2.538, 0.765, -0.823)  0.59
H (3.452, -1.535, -0.572)  0.40
H (2.470, -2.823, -0.122)  0.42
H (2.183, -1.877, -1.702)  0.10
H (1.581, -1.308, 2.183)  0.55
H (2.929, -0.384, 1.604)  0.08
H (1.437, 0.397, 1.955)  0.22
H (-1.551, -1.778, -3.021)  -0.35
H (-1.427, -3.183, -1.881)  0.40
H (-0.018, -2.574, -2.361)  0.41
H (-0.270, -2.314, 1.608)  0.03
C (6.755, 1.064, -2.454)  -1.77
C (7.482, 0.964, -1.001)  1.62
C (6.553, 1.552, 0.081)  -0.90
C (7.065, 1.245, 1.566)  -1.05
C (7.108, -0.283, 1.720)  -0.24
C (7.956, -0.960, 0.623)  1.85
N (7.487, -0.487, -0.722)  0.79
O (8.043, -1.177, -1.785)  -0.52
C (9.369, -0.677, 0.987)  -1.91
C (7.633, -2.488, 0.796)  -1.51
C (8.921, 1.620, -1.103)  -1.84
H (6.144, 1.955, -2.598)  0.55
H (5.943, 0.354, -2.612)  0.22
H (7.417, 1.050, -3.321)  0.38
H (6.338, 2.620, 0.119)  0.54
H (5.579, 1.112, -0.132)  -0.27
H (6.401, 1.600, 2.355)  0.46
H (7.972, 1.808, 1.787)  0.45
H (6.044, -0.512, 1.777)  -0.35
H (7.514, -0.555, 2.694)  -0.06
H (9.582, 0.391, 0.938)  0.43
H (9.782, -1.066, 1.918)  0.38
H (10.104, -1.055, 0.278)  0.37
H (6.565, -2.695, 0.739)  -0.05
H (8.041, -2.988, -0.083)  0.54
H (8.138, -2.850, 1.692)  0.28
H (9.171, 2.309, -0.297)  0.35
H (8.676, 2.285, -1.932)  0.53
H (9.859, 1.081, -1.236)  0.28
H (8.995, -1.051, -1.757)  0.34
C (-6.272, -5.430, 2.449)  -2.21
C (-6.112, -5.139, 0.972)  1.68
C (-5.055, -6.191, 0.449)  -1.34
C (-4.930, -6.152, -1.098)  -0.32
C (-6.264, -6.511, -1.723)  -1.17
C (-7.505, -5.661, -1.103)  1.87
N (-7.410, -5.567, 0.411)  0.17
O (-8.535, -4.883, 0.929)  -0.47
C (-7.650, -4.323, -1.866)  -1.89
C (-8.812, -6.384, -1.400)  -2.24
C (-5.723, -3.616, 0.663)  -1.35
H (-6.711, -6.408, 2.644)  0.47
H (-6.901, -4.771, 3.048)  0.46
H (-5.362, -5.331, 3.041)  0.39
H (-4.095, -6.068, 0.951)  0.44
H (-5.416, -7.145, 0.833)  0.41
H (-4.233, -6.937, -1.390)  0.45
H (-4.362, -5.319, -1.512)  0.17
H (-6.434, -7.577, -1.567)  0.37
H (-6.128, -6.262, -2.775)  0.36
H (-6.776, -3.814, -2.273)  0.37
H (-8.410, -4.365, -2.645)  0.43
H (-8.006, -3.559, -1.175)  0.37
H (-8.902, -6.830, -2.391)  0.44
H (-8.828, -7.244, -0.730)  0.55
H (-9.711, -5.811, -1.176)  0.41
H (-5.076, -3.466, -0.202)  0.04
H (-5.351, -3.145, 1.573)  0.34
H (-6.614, -2.990, 0.626)  0.48
H (-8.998, -5.524, 1.473)  0.35
C (-5.500, -0.481, -2.330)  -1.55
C (-5.612, 0.092, -3.752)  1.76
C (-6.840, 1.023, -3.782)  -1.10
C (-6.919, 1.744, -5.117)  -0.87
C (-5.685, 2.671, -5.281)  -0.99
C (-4.330, 1.984, -5.243)  1.62
N (-4.375, 0.890, -4.121)  0.08
O (-3.214, 0.183, -4.055)  0.53
C (-4.081, 1.280, -6.599)  -1.62
C (-3.128, 2.907, -4.781)  -1.09
C (-5.713, -1.076, -4.774)  -1.89
H (-5.003, 0.282, -1.731)  -0.43
H (-4.882, -1.377, -2.391)  0.16
H (-6.497, -0.641, -1.921)  0.62
H (-7.702, 0.365, -3.670)  0.55
H (-7.063, 1.733, -2.986)  0.35
H (-7.780, 2.405, -5.223)  0.43
H (-6.984, 0.899, -5.802)  0.40
H (-5.940, 3.462, -4.575)  -0.02
H (-5.877, 3.183, -6.224)  0.47
H (-3.941, 2.025, -7.383)  0.49
H (-3.246, 0.582, -6.662)  0.23
H (-5.029, 0.782, -6.800)  0.42
H (-3.379, 3.219, -3.767)  -0.16
H (-2.202, 2.352, -4.633)  -0.08
H (-2.985, 3.704, -5.511)  0.51
H (-6.615, -1.635, -4.524)  0.44
H (-4.936, -1.799, -4.526)  0.29
H (-5.884, -0.879, -5.832)  0.38
H (-3.199, -0.234, -4.919)  0.03
C (6.919, -2.362, 5.203)  -1.34
C (5.470, -2.861, 5.180)  1.31
C (5.285, -4.021, 6.298)  -1.46
C (5.196, -3.507, 7.749)  -0.80
C (3.920, -2.741, 7.823)  -1.10
C (3.905, -1.498, 6.836)  2.38
N (4.321, -1.919, 5.469)  0.23
O (4.139, -0.963, 4.507)  0.14
C (2.441, -1.109, 6.846)  -2.18
C (4.792, -0.400, 7.380)  -1.88
C (5.181, -3.583, 3.771)  -1.56
H (7.189, -1.971, 6.184)  0.33
H (6.953, -1.456, 4.598)  0.11
H (7.609, -3.122, 4.837)  0.46
H (4.494, -4.734, 6.067)  0.43
H (6.138, -4.699, 6.344)  0.52
H (6.065, -2.915, 8.035)  0.38
H (5.128, -4.400, 8.371)  0.46
H (3.784, -2.470, 8.870)  0.44
H (3.055, -3.384, 7.660)  0.33
H (2.234, -0.232, 6.233)  0.42
H (1.898, -1.931, 6.379)  0.21
H (1.962, -0.885, 7.799)  0.38
H (4.720, -0.172, 8.443)  0.37
H (5.818, -0.767, 7.350)  0.35
H (4.750, 0.533, 6.819)  0.31
H (4.143, -3.892, 3.648)  0.38
H (5.798, -4.472, 3.637)  0.44
H (5.310, -2.892, 2.938)  0.00
H (3.197, -0.974, 4.321)  0.21
C (0.468, 2.255, -6.987)  -2.02
C (1.731, 1.408, -7.091)  2.73
C (1.324, -0.085, -7.389)  -1.19
C (0.950, -0.356, -8.833)  -0.80
C (2.128, 0.235, -9.672)  -1.74
C (2.398, 1.744, -9.554)  1.85
N (2.656, 1.951, -8.169)  0.30
O (3.232, 3.107, -7.875)  -0.47
C (3.733, 1.940, -10.331)  -1.95
C (1.289, 2.691, -10.070)  -1.64
C (2.439, 1.380, -5.702)  -2.41
H (0.578, 3.334, -6.874)  0.53
H (-0.130, 2.156, -6.081)  0.26
H (-0.187, 2.227, -7.857)  0.32
H (2.103, -0.805, -7.138)  0.55
H (0.488, -0.513, -6.836)  -0.09
H (0.017, 0.106, -9.153)  0.34
H (0.960, -1.437, -8.974)  0.49
H (1.746, 0.320, -10.689)  0.62
H (2.935, -0.443, -9.949)  0.37
H (3.788, 2.969, -10.688)  0.41
H (4.631, 1.679, -9.771)  0.34
H (3.678, 1.396, -11.274)  0.48
H (1.052, 3.451, -9.326)  0.36
H (1.522, 3.222, -10.993)  0.43
H (0.315, 2.249, -10.282)  0.29
H (3.472, 1.053, -5.816)  0.61
H (1.946, 0.738, -4.972)  0.14
H (2.529, 2.337, -5.187)  0.44
H (4.062, 2.797, -7.506)  0.37
C (-5.759, 2.966, 0.665)  -1.74
C (-4.678, 3.779, -0.186)  2.18
C (-5.129, 4.296, -1.580)  0.93
C (-5.865, 5.605, -1.467)  -1.71
C (-5.100, 6.788, -0.717)  -1.22
C (-4.648, 6.245, 0.694)  1.09
N (-4.073, 4.872, 0.625)  0.09
O (-3.256, 4.624, 1.727)  0.22
C (-3.571, 7.308, 1.155)  -1.63
C (-5.843, 6.258, 1.653)  -1.65
C (-3.492, 2.691, -0.496)  -2.03
H (-6.756, 3.357, 0.466)  0.43
H (-5.615, 2.955, 1.746)  0.20
H (-5.811, 1.985, 0.192)  0.38
H (-4.334, 4.434, -2.313)  0.05
H (-5.931, 3.700, -2.016)  -0.96
H (-6.913, 5.389, -1.259)  0.51
H (-6.096, 5.976, -2.465)  0.59
H (-5.561, 7.766, -0.581)  0.47
H (-4.196, 6.937, -1.308)  0.32
H (-4.061, 8.190, 1.568)  0.43
H (-3.055, 6.901, 2.025)  0.21
H (-2.938, 7.547, 0.301)  0.40
H (-6.784, 5.791, 1.361)  0.26
H (-5.605, 5.972, 2.678)  0.38
H (-6.197, 7.273, 1.834)  0.49
H (-3.522, 2.031, -1.363)  0.03
H (-3.463, 2.028, 0.369)  0.25
H (-2.540, 3.214, -0.584)  0.66
H (-3.943, 4.550, 2.393)  0.23
C (-0.755, -2.409, 7.657)  -1.71
C (-1.639, -2.865, 6.505)  1.66
C (-3.121, -2.440, 6.921)  -1.44
C (-4.116, -1.906, 5.831)  -0.72
C (-3.290, -0.989, 4.874)  -1.33
C (-2.005, -1.774, 4.192)  1.82
N (-1.141, -2.214, 5.319)  1.60
O (0.069, -2.722, 4.917)  -0.54
C (-2.494, -2.746, 3.171)  -1.48
C (-1.244, -0.760, 3.392)  -1.57
C (-1.657, -4.397, 6.307)  -1.49
H (0.281, -2.746, 7.698)  0.11
H (-1.191, -2.677, 8.619)  0.54
H (-0.808, -1.321, 7.687)  0.12
H (-3.563, -3.243, 7.511)  0.43
H (-3.065, -1.743, 7.757)  0.41
H (-4.943, -1.507, 6.419)  0.44
H (-4.517, -2.650, 5.143)  0.15
H (-3.027, -0.046, 5.354)  0.20
H (-3.982, -0.732, 4.072)  0.64
H (-3.108, -2.326, 2.374)  -0.29
H (-1.581, -3.156, 2.739)  0.46
H (-3.068, -3.554, 3.624)  0.48
H (-1.982, -0.061, 2.996)  0.51
H (-0.554, -0.070, 3.878)  -0.11
H (-0.891, -1.156, 2.440)  -0.28
H (-2.435, -4.745, 6.987)  0.37
H (-0.716, -4.770, 6.713)  0.37
H (-1.771, -4.627, 5.248)  0.23
H (0.662, -1.987, 5.089)  -0.12